Record 1
A molecular structure, C32H27F5FeGeN3O3S at a distorted geometry. Source: the OMol25 dataset; level of theory: wB97M-V/def2-TZVPD.

Last column: Löwdin spin population.
Cartesian coordinates (Å):
Fe -0.260455 0.805383 -0.039315  3.567
C 3.689888 0.337602 2.245415  0.001
N 3.676533 0.261394 0.783798  0.005
C 4.830309 0.120118 0.076861  0.000
C 4.825379 0.054273 -1.273968  0.003
C 3.555659 0.139920 -1.917973  0.001
N 2.433800 0.284903 -1.216081  0.012
C 2.494970 0.357246 0.100850  0.009
O 1.435227 0.517153 0.796297  0.061
N 3.446012 0.088661 -3.242069  0.000
H 4.582253 -0.168275 2.603778  0.000
H 2.803956 -0.159273 2.633573  0.000
H 3.693835 1.378586 2.566162  0.000
H 5.734576 0.063136 0.665128  0.000
H 5.744213 -0.064349 -1.825227  0.000
H 4.247780 -0.020085 -3.836127  0.000
H 2.532591 0.160045 -3.659666  0.000
O -2.778694 8.248483 -0.004986  0.000
C -2.039875 7.404502 0.740323  0.003
O -1.790487 7.666732 1.882093  0.005
C -1.555654 6.147421 0.082272  0.019
C -2.020988 5.676902 -1.141104  -0.002
C -1.529944 4.498998 -1.676942  0.023
C -0.557890 3.775639 -0.996685  0.033
S 0.109719 2.297532 -1.713361  0.266
C -0.083255 4.250778 0.225057  0.021
C -0.585339 5.417975 0.765993  -0.004
H -2.832456 7.949229 -0.917419  0.000
H -2.796839 6.195309 -1.691394  -0.001
H -1.910623 4.132515 -2.619723  0.001
H 0.690973 3.703658 0.749707  0.001
H -0.234766 5.790031 1.718092  -0.001
F -2.819755 1.918502 -0.668093  0.001
C -2.278965 1.114571 0.253475  0.003
F -1.753689 1.937769 1.276779  0.037
C -3.469321 0.371065 0.883346  0.005
F -4.161193 -0.279485 -0.049888  0.000
F -3.068295 -0.506224 1.811351  0.001
F -4.289000 1.242556 1.475067  0.001
C -4.543153 -3.199485 -2.091921  -0.001
C -3.689457 -2.334018 -2.762308  0.000
C -2.547138 -1.872142 -2.132812  -0.002
C -2.251672 -2.267861 -0.828984  -0.007
C -3.118870 -3.126106 -0.161633  -0.003
C -4.258481 -3.594503 -0.794992  0.000
Ge -0.622783 -1.701507 0.024941  -0.039
C 0.935381 -2.423485 -0.866600  -0.015
C 0.903817 -2.792045 -2.208882  -0.005
C 2.016347 -3.363697 -2.805532  0.000
C 3.168004 -3.580475 -2.063473  -0.005
C 3.202494 -3.236716 -0.717928  0.000
C 2.093182 -2.660014 -0.125647  -0.005
C -0.406187 -2.001885 1.932100  0.005
C -0.433406 -1.019968 2.915500  0.004
C -0.248546 -1.349044 4.248082  0.000
C -0.041944 -2.673286 4.613157  0.000
C -0.012254 -3.661226 3.642890  0.000
C -0.184158 -3.326124 2.309407  0.000
H -5.437515 -3.561424 -2.581036  0.000
H -3.919316 -2.014380 -3.769034  0.000
H -1.902117 -1.173851 -2.657446  -0.001
H -2.918010 -3.422742 0.861582  0.000
H -4.930442 -4.259346 -0.270500  0.000
H 0.004842 -2.654875 -2.796900  0.000
H 1.978454 -3.655636 -3.846500  0.000
H 4.031117 -4.040697 -2.526030  0.000
H 4.089081 -3.437304 -0.130430  0.000
H 2.119834 -2.415155 0.930495  0.000
H -0.608875 0.021033 2.670568  0.003
H -0.275567 -0.575539 5.003226  0.000
H 0.092694 -2.932342 5.654471  0.000
H 0.145918 -4.693201 3.924617  0.000
H -0.141493 -4.111878 1.562156  0.000

Forces on atoms 1 to 6 (eV/Å):
Fe -0.13 1.16 -0.58
C -0.05 -0.01 0.06
N -0.04 -0.01 -0.15
C -0.07 -0.03 -0.23
C -0.02 0.00 0.26
C 0.05 0.04 0.10

Summary:
- HOMO (alpha / beta): -10.739 / -10.950 eV
- ΔE to the lowest compared entry with this formula, charge and spin: 1.906 eV
- Spin multiplicity: 5
- <S²>: 6.10
- Energy: -159555.719 eV
- Net charge: +1
- HOMO-LUMO gap (alpha / beta): 6.37 / 6.38 eV
- Max |F|: 0.0253 hartree/bohr



Record 2
A molecular structure, C35H28IN7O4SSn. Source: the OMol25 dataset; level of theory: wB97M-V/def2-TZVPD.

Last column: Löwdin charge in e.
Cartesian coordinates (Å):
Sn 0.374416 1.134184 -0.326974  1.092
C 3.514436 0.638970 -3.738922  -0.023
C 4.166130 0.403763 -2.409407  -0.256
N 5.345490 -0.158042 -2.358692  0.118
C 5.915767 -0.387145 -1.143187  -0.106
C 5.318330 -0.070432 0.040199  -0.172
C 6.050678 -0.397752 1.312191  -0.211
O 6.395851 0.751410 2.096040  -0.067
C 4.025606 0.532301 0.017474  -0.074
C 3.415606 0.919964 1.271581  -0.048
N 2.200881 1.318343 1.456988  -0.028
C 1.836080 1.672124 2.789353  -0.351
C 2.147688 0.828635 3.861483  -0.057
C 1.766298 1.125978 5.159432  -0.078
C 1.057347 2.288387 5.421937  -0.084
C 0.755765 3.152921 4.379498  -0.158
C 1.143305 2.850567 3.081249  -0.642
I 0.741437 4.283147 1.611344  0.909
C 3.428471 0.793994 -1.231201  -0.337
O 2.292004 1.372784 -1.409728  -0.312
H 4.160827 0.260854 -4.525143  0.076
H 3.322821 1.703616 -3.895522  0.083
H 2.545483 0.136048 -3.777379  0.073
H 6.894680 -0.857823 -1.156635  0.107
H 6.944915 -0.965212 1.057095  0.112
H 5.445176 -1.027725 1.964666  0.121
H 6.879446 1.360214 1.529020  0.094
H 4.081647 0.912161 2.135457  0.121
H 2.706847 -0.080304 3.659443  0.112
H 2.021055 0.446464 5.965799  0.106
H 0.751417 2.532345 6.430786  0.105
H 0.224049 4.073790 4.575644  0.088
N -0.618470 -2.108311 3.318951  0.129
C -0.133604 -1.176713 2.477125  -0.191
N -0.835401 -0.355699 1.779745  0.065
C -2.232805 -0.484924 1.814094  -0.270
N -3.041556 0.021500 0.954692  0.075
N -2.486282 0.838210 -0.008551  -0.024
C -3.090651 0.792924 -1.123615  -0.095
C -2.725310 1.701578 -2.243554  -0.286
C -3.618470 1.891973 -3.287194  -0.028
C -3.308934 2.817142 -4.272405  -0.059
C -2.113445 3.511360 -4.196677  -0.055
C -1.257866 3.227181 -3.140540  -0.123
N -1.553596 2.344895 -2.189605  0.042
C -2.826150 -1.335554 2.870530  -0.083
C -4.197135 -1.377626 3.127502  -0.013
C -4.707330 -2.248120 4.068763  -0.072
C -3.849648 -3.102235 4.765550  -0.075
C -2.491261 -3.071847 4.529421  -0.020
C -1.986469 -2.180574 3.585527  -0.181
H 0.010290 -2.737460 3.782040  0.152
H 0.946593 -1.138643 2.394497  0.114
H -3.930478 0.110152 -1.268548  0.130
H -4.546110 1.329472 -3.315402  0.120
H -3.997929 2.997139 -5.089924  0.112
H -1.839602 4.246744 -4.941856  0.105
H -0.286362 3.709062 -3.059886  0.116
H -4.841812 -0.719335 2.560626  0.113
H -5.773467 -2.278208 4.258515  0.106
H -4.249738 -3.794317 5.496143  0.107
H -1.816918 -3.730988 5.070421  0.115
O -3.578106 -1.975170 -6.152566  0.107
C -3.776307 -2.374903 -4.870329  -0.488
O -4.808118 -2.905023 -4.573124  0.119
C -2.655815 -2.114568 -3.915508  -0.158
C -2.448409 -3.005481 -2.866230  -0.014
C -1.426743 -2.797809 -1.954611  -0.100
C -0.588606 -1.674972 -2.050064  -0.680
S 0.700010 -1.425911 -0.881455  0.534
C -0.820216 -0.777480 -3.100140  -0.133
C -1.834024 -0.999101 -4.021043  -0.045
H -2.670137 -1.668980 -6.253697  0.096
H -3.107622 -3.861453 -2.776640  0.123
H -1.269136 -3.495375 -1.139100  0.099
H -0.190971 0.098788 -3.196899  0.085
H -1.995795 -0.269907 -4.808870  0.115

Forces on atoms 1 to 6 (eV/Å):
Sn 0.47 -0.06 0.11
C 0.07 0.02 0.05
C 0.11 -0.09 0.02
N 0.01 0.00 0.18
C -0.13 0.07 -0.39
C -0.08 0.05 0.03

Summary:
- HOMO: -7.321 eV
- Energy: -80138.559 eV
- HOMO-LUMO gap: 6.91 eV
- Max |F|: 0.0095 hartree/bohr



Record 3
C9H13N3O2 in the gas phase at a distorted geometry. Source: the OMol25 dataset; level of theory: wB97M-V/def2-TZVPD.

Last column: Löwdin charge in e.
Cartesian coordinates (Å):
H -2.742542 3.087042 1.723862  0.033
N -2.621851 2.097859 1.728159  0.150
C -2.882851 1.452799 0.653206  -0.537
N -3.606822 1.922625 -0.449300  0.116
N -2.385126 0.141967 0.481142  0.058
C -1.095972 0.223497 0.070495  -0.294
C -0.499262 1.003813 -0.816237  -0.081
C 0.799673 0.867702 -1.148379  -0.026
C 1.595867 -0.078827 -0.612920  -0.301
O 2.939507 0.077602 -0.669645  -0.098
C 3.583167 0.166448 0.641785  -0.034
C 1.008420 -1.103943 0.095059  -0.252
O 1.534692 -2.357570 0.209684  -0.111
C 1.439916 -3.312800 -0.855643  -0.040
C -0.245315 -0.813047 0.695199  0.113
H -4.481946 2.426433 -0.201796  0.109
H -3.528349 1.610241 -1.389983  0.076
H -2.668070 -0.470930 1.283262  0.166
H -0.952663 1.958024 -1.191342  0.133
H 1.253533 1.458554 -1.977747  0.146
H 3.086373 -0.485610 1.520210  0.145
H 3.630330 1.240998 0.765378  0.080
H 4.627831 -0.138928 0.506068  0.080
H 1.755501 -4.228154 -0.459647  0.066
H 2.272437 -3.033349 -1.529474  0.093
H 0.483749 -3.234674 -1.446904  0.117
H -0.455051 -1.520899 1.422425  0.093

Forces on atoms 1 to 6 (eV/Å):
H -0.79 0.69 -0.33
N 0.31 -1.71 -0.64
C -0.96 1.54 0.13
N -1.34 1.56 1.70
N -2.65 0.45 0.99
C 2.76 -5.67 4.30

Summary:
- HOMO: -7.573 eV
- ΔE to the lowest compared entry with this formula, charge and spin: 3.081 eV
- Energy: -18105.270 eV
- HOMO-LUMO gap: 8.44 eV
- SMILES: [H]/N=C(\N)Nc1ccc(OC)c(OC)c1
- Max |F|: 0.1483 hartree/bohr



Record 4
7 unconnected molecules or ions with the total composition C4H22NO7S2 at a distorted geometry. Source: the OMol25 dataset; level of theory: wB97M-V/def2-TZVPD.

Last column: Löwdin charge in e.
Cartesian coordinates (Å):
N -0.592463 -0.810940 0.076467  0.212
C -1.929617 -0.830437 -0.583648  -0.322
C -2.623847 -2.137147 -0.183727  -0.226
O -2.743038 -2.438224 0.967579  0.110
C -2.781067 0.374066 -0.216699  -0.541
S -2.489794 1.885843 -1.114301  0.549
S -1.775815 3.186029 0.301219  0.487
C -0.037573 3.419491 -0.199147  -0.453
H -0.656908 -0.276448 0.982001  0.094
H 0.037185 -0.177923 -0.454622  0.109
H -0.142254 -1.720301 0.177122  0.139
H -1.814248 -0.808827 -1.665236  0.138
H -2.919329 -2.739941 -1.055673  0.135
H -3.814903 0.093799 -0.371833  0.084
H -2.798964 0.549713 0.857164  0.082
H 0.693242 3.084366 0.528306  0.008
H 0.132630 3.096449 -1.216491  0.018
H 0.049589 4.506779 -0.288153  0.028
H 2.682328 2.000879 2.374212  0.067
H 2.536234 0.496820 2.159151  0.007
O 2.460592 1.352598 1.692195  -0.070
H 1.678148 0.972386 -4.583558  0.059
H 0.808469 0.578477 -3.456750  0.038
O 1.684840 0.375429 -3.824393  -0.055
H 3.454619 -1.618724 1.610878  0.069
H 2.996260 -1.866992 3.036281  0.068
O 2.784622 -1.345913 2.252082  -0.043
H 0.542144 -3.842841 -1.412796  0.066
H -0.690691 -4.593511 -0.812118  0.064
O -0.304085 -3.722810 -0.953520  -0.041
H -0.504005 -0.219166 3.168797  0.090
H 0.301710 1.065459 2.744823  0.059
O -0.333054 0.402708 2.445576  -0.038
H 2.166778 0.311730 -1.755609  0.047
H 2.271826 0.895228 -0.289785  0.027
O 1.670431 0.501896 -0.935803  -0.064

Forces on atoms 1 to 6 (eV/Å):
N -0.27 1.78 -0.29
C -0.09 -0.39 -0.17
C 0.50 0.52 -0.29
O -0.11 -0.24 0.01
C -0.49 -0.66 0.85
S 0.14 0.50 -0.11

Summary:
- HOMO: -11.517 eV
- Energy: -41992.687 eV
- Net charge: +1
- HOMO-LUMO gap: 8.80 eV
- Max |F|: 0.0354 hartree/bohr